(1)
11
Properties=species:S:1:pos:R:3 method="wB97M-V/def2-TZVPD" max_force_ev_per_a=15.3 e_lumo_ev=-0.8 de_lowest_ev=4.841 homo_ev=-11.78 charge=0
C 0.363 -1.257 0.336
C -0.055 0.245 -0.002
C -0.506 0.474 -1.348
C 0.991 1.135 0.506
C -1.314 0.549 0.636
H -0.612 -1.705 0.249
H 1.233 -1.188 1.374
H 1.042 -1.596 -0.561
N -0.479 0.426 -2.470
N 1.865 1.781 0.720
N -2.529 1.135 0.559

(2)
12
Properties=species:S:1:pos:R:3 method="wB97M-V/def2-TZVPD" max_force_ev_per_a=0.6 e_lumo_ev=4.0 de_lowest_ev=0.217 homo_ev=-3.33 charge=-1
C 1.553 -0.204 -2.107
S 0.006 0.531 -1.470
H 2.315 0.562 -2.254
H 1.911 -0.937 -1.382
H 1.419 -0.727 -3.057
N -1.683 0.712 1.414
C -0.868 -0.247 1.962
O 0.357 -0.278 1.441
O -1.201 -0.951 2.894
H -2.647 0.649 1.679
H -1.486 0.961 0.454
H 0.324 -0.070 0.427

(3)
20
Properties=species:S:1:pos:R:3 method="wB97M-V/def2-TZVPD" max_force_ev_per_a=3.2 e_lumo_ev="-0.7 / -0.6" de_lowest_ev=2.639 homo_ev="-8.37 / -8.26" charge=0
C -1.806 2.017 -0.300
C -2.776 1.062 0.023
C -0.488 1.545 -0.517
C -2.458 -0.314 -0.062
C -0.197 0.205 -0.378
C -1.192 -0.738 -0.240
C 0.819 -1.840 -0.350
C 1.052 -0.532 -0.578
C 4.247 0.903 0.900
C -0.611 -2.062 -0.126
P 3.904 0.915 -0.731
H -2.077 2.991 -0.101
H -3.756 1.249 0.334
H 0.362 2.067 -0.872
H -3.160 -1.137 -0.082
H 1.360 -2.748 -0.218
H 5.160 1.195 1.438
H 3.464 0.530 1.695
H -0.981 -2.399 0.928
H -0.867 -2.910 -0.764

(4)
17
Properties=species:S:1:pos:R:3 method="wB97M-V/def2-TZVPD" s_squared=2.016 spin_multiplicity=3 max_force_ev_per_a=4.1 e_lumo_ev="0.6 / -1.4" de_lowest_ev=0.306 homo_ev="-5.89 / -8.56" charge=0
C 2.417 -0.496 -0.127
C 1.564 0.755 -0.152
C 1.937 -1.664 0.109
C 0.209 0.763 0.166
C -0.628 1.996 0.001
C -1.976 -1.476 -0.516
Si -0.816 -0.682 0.754
H 3.534 -0.276 -0.273
H 2.151 1.576 -0.378
H 2.572 -2.508 0.462
H -0.220 2.923 -0.386
H -1.091 2.477 0.908
H -1.519 1.716 -0.533
H -2.882 -0.814 -0.420
H -1.524 -1.392 -1.512
H -2.437 -2.454 -0.218
H -1.291 -0.444 2.113

(5)
16
Properties=species:S:1:pos:R:3 method="wB97M-V/def2-TZVPD" max_force_ev_per_a=5.1 e_lumo_ev=0.5 de_lowest_ev=3.225 homo_ev=-8.92 charge=0 smiles="N[C@H](C=O)CS.O"
N -0.816 0.140 0.384
C 0.343 -0.901 0.560
C 0.894 -0.644 1.962
O 1.933 -1.172 2.249
C 1.236 -0.359 -0.552
S 0.337 -0.277 -2.248
H -0.573 1.033 0.673
H -1.628 -0.215 0.887
H -0.057 -1.922 0.462
H 0.323 -0.203 2.888
H 1.544 0.745 -0.287
H 2.075 -0.846 -0.783
H -0.310 -1.435 -2.175
O -1.959 2.280 -1.083
H -2.223 1.432 -1.314
H -1.120 2.344 -1.623

(6)
8
Properties=species:S:1:pos:R:3 method="wB97M-V/def2-TZVPD" max_force_ev_per_a=11.5 e_lumo_ev=-2.2 de_lowest_ev=2.224 homo_ev=-10.56 charge=0 smiles="O=C1N=CC=N1"
O 1.054 -1.588 0.145
C 0.460 -0.477 0.177
N 0.583 0.211 -0.894
C -0.575 0.999 -1.025
C -1.137 0.812 0.488
N -0.374 -0.010 1.162
H -0.788 1.656 -1.886
H -1.594 1.640 1.014

(7)
18
Properties=species:S:1:pos:R:3 method="wB97M-V/def2-TZVPD" max_force_ev_per_a=3.6 e_lumo_ev=-3.9 de_lowest_ev=7.847 homo_ev=-8.08 charge=0
C -1.197 1.732 0.131
C -0.103 2.007 0.963
C -0.693 0.910 -1.132
N -1.491 0.165 -0.197
H -2.118 2.266 -0.059
H 0.113 1.250 1.719
H 0.421 2.957 0.987
H 0.384 0.746 -1.168
H -1.190 0.939 -2.096
H -0.836 -0.368 0.395
H -1.018 -2.851 1.091
O -0.578 -2.011 1.055
H 1.843 -0.650 -0.160
H 1.543 0.743 0.438
O 2.212 0.276 -0.042
H 0.142 -2.029 0.318
H 1.355 -2.796 -0.773
O 1.100 -1.873 -0.890

(8)
49
Properties=species:S:1:pos:R:3 method="wB97M-V/def2-TZVPD" max_force_ev_per_a=0.2 e_lumo_ev=-1.5 homo_ev=-7.77 charge=0
Li 0.266 -0.839 0.334
C -6.918 0.839 0.754
C -5.849 0.819 -0.328
N -4.501 0.662 0.214
C -3.880 -0.541 0.106
C -2.622 -0.822 0.529
C -2.064 -2.199 0.144
O -2.901 -3.077 -0.069
O -0.808 -2.266 0.032
C -1.884 0.189 1.226
O -0.739 0.062 1.686
C -2.556 1.494 1.333
C -1.823 2.557 1.871
C -2.349 3.810 1.838
F -1.630 4.867 2.298
C -3.610 4.066 1.288
C -4.352 3.021 0.796
C -3.828 1.716 0.796
N -4.071 5.411 1.088
C -4.173 6.228 2.284
C -4.924 7.500 1.946
N -4.183 8.215 0.845
C -4.020 7.341 -0.377
C -3.305 6.079 0.040
H -7.905 0.954 0.303
H -6.766 1.657 1.459
H -6.905 -0.096 1.315
H -5.880 1.716 -0.946
H -6.013 -0.024 -0.997
H -4.434 -1.333 -0.381
H -0.827 2.367 2.251
H -5.308 3.250 0.350
H -3.192 6.485 2.711
H -4.732 5.689 3.048
H -4.990 8.179 2.794
H -5.917 7.283 1.559
H -3.251 8.464 1.186
H -4.658 9.084 0.603
H -3.462 7.910 -1.118
H -5.024 7.130 -0.742
H -2.284 6.329 0.372
H -3.217 5.411 -0.817
O 0.962 0.770 -0.643
N -0.133 1.210 -1.087
C -0.256 2.531 -1.174
C 0.740 3.459 -0.742
N 1.511 4.251 -0.416
C -1.501 3.063 -1.609
N -2.498 3.553 -1.923

(9)
13
Properties=species:S:1:pos:R:3 method="wB97M-V/def2-TZVPD" max_force_ev_per_a=5.3 e_lumo_ev=0.5 de_lowest_ev=4.758 homo_ev=-8.61 charge=0
C -1.351 1.935 0.246
C 0.726 0.031 0.552
N 0.696 -1.317 -1.384
N -0.032 -0.805 -0.280
O 1.300 -2.384 1.328
S 0.338 1.768 0.949
S 0.141 -1.501 1.405
H -1.448 1.264 -0.508
H -1.519 2.785 -0.288
H -2.143 1.848 1.132
H 2.188 -0.061 0.121
H 0.026 -1.338 -2.135
H 1.079 -2.225 -1.137

(10)
55
Properties=species:S:1:pos:R:3 method="wB97M-V/def2-TZVPD" max_force_ev_per_a=1.2 e_lumo_ev=-9.6 de_lowest_ev=0.000 homo_ev=-17.45 charge=+3
Ir -0.105 -0.059 -0.116
C -0.966 -2.504 2.122
C -1.336 -1.113 2.532
C -1.979 -0.897 3.753
C -2.363 0.371 4.124
C -2.137 1.429 3.246
C -1.515 1.175 2.048
N -1.084 -0.085 1.712
C -1.296 2.223 1.020
C -1.638 3.562 1.094
C -1.328 4.394 0.024
C -0.663 3.900 -1.093
C -0.337 2.556 -1.134
N -0.696 1.778 -0.098
C 0.382 1.832 -2.212
C 0.807 2.446 -3.365
C 1.412 1.673 -4.353
C 1.542 0.317 -4.154
C 1.111 -0.268 -2.962
C 1.209 -1.747 -2.766
N 0.569 0.490 -1.999
H -0.551 -3.051 2.967
H -0.236 -2.518 1.316
H -1.864 -3.041 1.806
H -2.169 -1.743 4.399
H -2.851 0.545 5.074
H -2.454 2.430 3.501
H -2.134 3.958 1.968
H -1.595 5.441 0.067
H -0.404 4.557 -1.909
H 0.668 3.507 -3.508
H 1.759 2.131 -5.269
H 1.979 -0.313 -4.916
H 2.047 -2.152 -3.330
H 0.304 -2.228 -3.146
H 1.342 -2.011 -1.719
N 5.487 -3.181 1.900
C 4.664 -2.149 1.950
N 4.895 -1.139 2.783
N 3.610 -2.173 1.128
C 2.603 -1.489 0.884
N 1.612 -0.957 0.525
H 6.313 -3.240 2.475
H 5.298 -3.934 1.258
H 5.703 -1.124 3.385
H 4.290 -0.337 2.800
N -2.260 -1.636 -1.252
C -3.486 -1.676 -1.802
C -3.953 -0.383 -1.863
C -2.936 0.401 -1.324
N -1.907 -0.368 -0.956
H -1.631 -2.405 -1.079
H -3.928 -2.612 -2.103
H -4.902 -0.053 -2.248
H -2.903 1.468 -1.187

(11)
67
Properties=species:S:1:pos:R:3 method="wB97M-V/def2-TZVPD" max_force_ev_per_a=2.5 e_lumo_ev=-8.1 homo_ev=-13.10 charge=+2
Pt -0.918 0.989 0.906
C -3.418 -1.769 -2.404
C -3.177 -0.655 -1.411
Ge -1.660 -1.066 -0.095
C -2.365 -2.419 1.252
C -2.291 -3.857 0.774
C -0.164 -1.843 -1.075
C 1.053 -1.267 -1.148
Ge 1.257 0.476 -0.109
C 2.380 0.407 1.579
C 3.874 0.196 1.386
C 1.553 2.185 -1.180
C 2.852 2.280 -1.965
C 2.170 -1.814 -1.885
C 2.064 -2.996 -2.643
C 3.148 -3.486 -3.334
C 4.368 -2.818 -3.295
C 4.494 -1.650 -2.547
C 3.409 -1.159 -1.855
H -4.261 -1.498 -3.041
H -3.670 -2.699 -1.905
H -2.553 -1.930 -3.043
H -4.063 -0.475 -0.805
H -2.920 0.263 -1.932
H -3.398 -2.141 1.466
H -1.796 -2.308 2.173
H -2.858 -3.998 -0.141
H -2.716 -4.516 1.530
H -1.262 -4.166 0.599
H -0.357 -2.789 -1.567
H 1.984 -0.385 2.210
H 2.199 1.363 2.078
H 4.075 -0.787 0.964
H 4.373 0.256 2.353
H 4.304 0.963 0.745
H 1.496 2.990 -0.444
H 0.713 2.299 -1.862
H 3.717 2.149 -1.321
H 2.926 3.266 -2.421
H 2.882 1.541 -2.761
H 1.127 -3.526 -2.686
H 3.041 -4.393 -3.907
H 5.211 -3.203 -3.844
H 5.438 -1.126 -2.509
H 3.504 -0.252 -1.272
Se -3.012 2.732 2.069
Se -0.774 2.937 2.749
C -0.755 1.329 3.861
C -1.032 1.328 5.215
C -0.906 0.119 5.890
C -0.477 -1.004 5.198
C -0.244 -0.900 3.835
N -0.403 0.244 3.184
C -2.704 3.373 0.254
C -3.174 4.601 -0.173
C -2.931 4.964 -1.491
C -2.282 4.069 -2.329
C -1.867 2.853 -1.809
N -2.056 2.530 -0.537
H -1.343 2.228 5.720
H -1.132 0.063 6.944
H -0.338 -1.947 5.701
H 0.094 -1.744 3.246
H -3.699 5.252 0.508
H -3.254 5.926 -1.856
H -2.092 4.311 -3.361
H -1.386 2.106 -2.427

(12)
37
Properties=species:S:1:pos:R:3 method="wB97M-V/def2-TZVPD" max_force_ev_per_a=4.3 e_lumo_ev="-0.1 / -0.2" homo_ev="-5.94 / -5.82" charge=0
C -0.615 0.051 -3.389
C -1.342 1.316 -3.860
C -0.474 2.402 -3.679
C 0.866 1.920 -3.705
C 0.808 0.442 -3.381
Sc 0.658 -1.574 -0.917
P -0.212 -3.929 -1.624
H -0.931 -1.038 -3.615
H -2.413 1.424 -4.014
H -0.725 3.479 -3.760
H 1.620 -0.308 -3.547
H 1.729 2.606 -3.732
H 0.898 -4.515 -2.350
H -1.274 -4.270 -2.518
H -0.347 -4.854 -0.495
C 0.148 1.450 0.732
N 0.027 -0.027 0.471
C -1.188 -0.508 1.159
N -1.187 -0.194 2.671
C -1.029 1.266 2.861
N 0.184 1.798 2.204
C 1.324 1.110 2.841
N 1.295 -0.361 2.674
C 1.207 -0.683 1.102
C 0.017 -0.811 3.263
H -0.725 1.972 0.325
H 1.082 1.838 0.307
H -1.289 -1.590 1.079
H -2.081 0.011 0.781
H -0.961 1.463 3.942
H -1.904 1.789 2.473
H 2.255 1.516 2.440
H 1.307 1.317 3.922
H 1.135 -1.778 1.086
H 2.153 -0.293 0.722
H 0.041 -0.545 4.339
H -0.057 -1.895 3.191